Here is a structure of composition C35H28AuIN3O2Se2 in a non-equilibrium geometry from the OMol25 dataset. Energies are from the ωB97M-V functional and the def2-TZVPD basis.

The value obtained for the total energy is -187793.6008 eV. The calculation puts the orbital gap at 4.308 eV. Its total charge is +1. The max |F| comes out at 1.54 eV Å⁻¹.

Positions of all 72 atoms, in Å:
Au -1.232 0.240 -2.008
I -1.560 0.912 0.567
C -1.862 -1.103 0.962
C -1.991 -1.514 2.253
C -2.259 -2.875 2.514
C -2.417 -3.749 1.481
C -2.283 -3.327 0.134
C -2.472 -4.240 -0.932
C -2.359 -3.838 -2.224
C -2.000 -2.500 -2.530
C -1.795 -1.613 -1.516
C -1.963 -1.973 -0.146
H -1.887 -0.821 3.077
H -2.355 -3.209 3.538
H -2.655 -4.787 1.673
H -2.725 -5.265 -0.695
H -2.522 -4.537 -3.034
H -1.895 -2.212 -3.563
Se -1.137 2.732 -2.834
Se -1.863 2.017 -4.949
C -0.744 0.480 -5.018
C -0.171 0.148 -6.234
C 0.723 -0.908 -6.286
C 1.066 -1.565 -5.118
C 0.463 -1.183 -3.939
N -0.465 -0.210 -3.907
C -2.932 3.021 -2.105
C -3.195 4.235 -1.496
C -4.448 4.393 -0.914
C -5.358 3.354 -0.987
C -4.980 2.180 -1.630
N -3.779 2.013 -2.175
H -0.394 0.734 -7.114
H 1.182 -1.181 -7.227
H 1.806 -2.351 -5.105
H 0.723 -1.613 -2.983
H -2.459 5.027 -1.479
H -4.705 5.322 -0.422
H -6.346 3.442 -0.558
H -5.659 1.339 -1.703
C 4.451 -0.968 5.441
C 3.268 -1.193 4.538
C 2.289 -2.107 4.901
C 1.227 -2.374 4.050
C 1.108 -1.672 2.867
C 2.058 -0.714 2.510
N 1.842 -0.033 1.294
C 1.914 1.324 1.070
C 1.957 2.232 2.139
C 2.031 3.593 1.918
C 2.055 4.105 0.624
C 1.966 3.219 -0.434
C 1.875 1.839 -0.244
C 1.577 1.003 -1.455
O 1.657 1.495 -2.590
O 1.059 -0.159 -1.221
C 3.185 -0.511 3.313
C 4.352 0.325 2.863
H 4.300 -1.456 6.403
H 4.628 0.093 5.622
H 5.366 -1.373 5.002
H 2.375 -2.630 5.846
H 0.485 -3.117 4.317
H 0.272 -1.849 2.199
H 1.493 -0.558 0.504
H 1.929 1.850 3.151
H 2.066 4.263 2.768
H 2.140 5.169 0.451
H 1.967 3.574 -1.457
H 4.448 1.255 3.429
H 4.283 0.588 1.811
H 5.279 -0.233 3.006

Atomic partial charges in e from the Löwdin method, atoms 1 to 5:
1 Au 0.860
2 I 1.385
3 C -0.587
4 C -0.157
5 C -0.055

---

Here is a structure of composition C31H23BiN5S5Si from the OMol25 dataset. Energies are from the ωB97M-V functional and the def2-TZVPD basis.

The value obtained for the total energy is -107869.3253 eV. The calculation puts the orbital gap at 7.295 eV. Its total charge is -1. For the energy above the lowest of the compared OMol25 structures with the same formula, charge and spin, the calculation gives 0.0 kcal/mol. The max |F| comes out at 0.64 eV Å⁻¹.

Positions of all 66 atoms, in Å:
Bi -0.346 -0.264 1.736
S -2.733 -1.274 1.574
C -2.032 -2.751 0.968
S -0.315 -2.908 1.000
C -2.855 -3.735 0.460
C -2.317 -4.947 -0.084
N -1.879 -5.917 -0.526
C -4.275 -3.556 0.404
N -5.417 -3.400 0.363
C 2.333 -3.453 2.795
C 2.647 -2.128 3.416
N 2.571 -0.992 2.802
C 2.906 0.057 3.634
C 3.236 -0.292 4.903
S 3.122 -1.987 5.071
C 2.876 1.412 3.069
C 3.484 2.525 3.547
S 3.138 3.836 2.514
C 2.204 2.809 1.499
N 2.150 1.583 1.926
C 1.513 3.334 0.283
H 2.367 -3.366 1.710
H 1.326 -3.774 3.066
H 3.037 -4.219 3.121
H 3.491 0.347 5.733
H 4.108 2.632 4.419
H 1.860 4.335 0.028
H 0.436 3.372 0.463
H 1.699 2.672 -0.566
S -1.581 2.191 2.498
C -0.568 2.305 3.846
N 0.150 2.399 4.752
C 3.503 0.365 -3.052
C 3.447 0.185 -1.678
C 2.216 0.178 -1.030
C 1.024 0.351 -1.739
C 1.104 0.521 -3.127
C 2.329 0.534 -3.778
Si -0.659 0.236 -0.908
C -1.574 -1.139 -1.798
C -0.877 -2.288 -2.186
C -1.529 -3.368 -2.761
C -2.901 -3.320 -2.965
C -3.612 -2.182 -2.609
C -2.953 -1.104 -2.031
C -1.604 1.844 -1.142
C -2.859 2.012 -0.545
C -3.585 3.184 -0.711
C -3.067 4.219 -1.477
C -1.820 4.078 -2.071
C -1.099 2.902 -1.903
H 4.460 0.368 -3.560
H 4.357 0.047 -1.108
H 2.196 0.051 0.048
H 0.193 0.623 -3.710
H 2.368 0.665 -4.853
H 0.194 -2.347 -2.022
H -0.970 -4.259 -3.020
H -3.418 -4.174 -3.386
H -4.684 -2.141 -2.757
H -3.531 -0.233 -1.747
H -3.276 1.218 0.068
H -4.551 3.289 -0.232
H -3.628 5.137 -1.601
H -1.404 4.886 -2.661
H -0.123 2.813 -2.367

Atomic partial charges in e from the Löwdin method, atoms 1 to 5:
1 Bi 1.035
2 S 0.472
3 C -1.123
4 S 0.503
5 C -0.393

---

Here is a structure of composition C57H60BrN7O2P2SSeW in a non-equilibrium geometry from the OMol25 dataset. Energies are from the ωB97M-V functional and the def2-TZVPD basis.

As for the spin multiplicity: 3. The value obtained for the total energy is -241221.5106 eV. The calculation puts the orbital gap (spin up / spin down) at 6.901 / 6.473 eV. As for the expectation value of S²: 2.0277. Its total charge is +2. For the energy above the lowest of the compared OMol25 structures with the same formula, charge and spin, the calculation gives 25.0 kcal/mol. The max |F| comes out at 3.04 eV Å⁻¹.

Positions of all 132 atoms, in Å:
W 0.159 -0.419 0.094
C 7.234 1.409 -3.519
C 5.954 0.650 -3.332
C 5.808 -0.646 -3.828
C 4.641 -1.363 -3.624
C 3.604 -0.777 -2.917
C 3.717 0.517 -2.430
C 4.886 1.225 -2.642
S 2.127 -1.669 -2.544
O 2.345 -3.076 -2.667
O 0.996 -1.116 -3.240
N 1.833 -1.236 -0.972
C 2.424 -1.923 0.042
C 3.400 -2.925 -0.022
C 3.837 -3.463 1.168
C 3.333 -2.979 2.375
C 2.381 -1.988 2.349
N 1.916 -1.478 1.203
H 8.080 0.824 -3.159
H 7.214 2.354 -2.981
H 7.403 1.618 -4.576
H 6.622 -1.100 -4.377
H 4.529 -2.372 -3.999
H 2.886 0.957 -1.888
H 4.976 2.240 -2.273
H 3.746 -3.276 -0.980
H 4.571 -4.258 1.166
H 3.659 -3.387 3.320
H 1.928 -1.610 3.252
C -6.183 -3.417 2.613
C -5.083 -2.406 2.723
C -4.945 -1.579 3.833
C -3.930 -0.635 3.879
C -3.109 -0.553 2.773
Br -1.727 0.807 2.739
N -3.200 -1.313 1.717
C -4.159 -2.234 1.697
H -6.761 -3.474 3.533
H -5.779 -4.404 2.388
H -6.858 -3.146 1.800
H -5.625 -1.663 4.671
H -3.797 0.021 4.728
H -4.192 -2.863 0.813
C -1.997 -0.674 -2.777
N -1.795 0.710 -2.235
P -0.093 1.194 -2.262
C 0.194 1.351 -4.079
C 1.445 1.735 -4.550
C 1.647 1.955 -5.902
C 0.597 1.824 -6.798
C -0.659 1.478 -6.328
C -0.862 1.247 -4.976
C -0.215 3.028 -2.145
C 0.871 3.739 -1.649
C 0.893 5.125 -1.726
C -0.165 5.803 -2.304
C -1.246 5.094 -2.816
C -1.262 3.713 -2.756
P -2.228 0.746 -0.542
C -4.044 0.394 -0.576
C -4.771 0.735 0.568
C -6.130 0.497 0.647
C -6.811 -0.035 -0.441
C -6.118 -0.287 -1.611
C -4.744 -0.085 -1.677
C -2.435 2.547 -0.208
C -3.570 3.218 -0.666
C -3.764 4.554 -0.359
C -2.825 5.244 0.391
C -1.671 4.599 0.808
C -1.487 3.258 0.519
H -2.671 -0.636 -3.631
H -2.428 -1.343 -2.027
H -1.073 -1.105 -3.140
H 2.273 1.873 -3.871
H 2.629 2.237 -6.261
H 0.758 2.001 -7.852
H -1.489 1.387 -7.015
H -1.855 1.000 -4.635
H 1.705 3.219 -1.190
H 1.738 5.676 -1.333
H -0.152 6.883 -2.360
H -2.073 5.621 -3.273
H -2.091 3.157 -3.172
H -4.279 1.222 1.398
H -6.668 0.754 1.549
H -7.875 -0.218 -0.381
H -6.643 -0.629 -2.493
H -4.260 -0.280 -2.618
H -4.309 2.705 -1.264
H -4.656 5.057 -0.709
H -2.993 6.281 0.647
H -0.909 5.134 1.359
H -0.587 2.767 0.860
C 1.861 1.961 4.323
N 2.937 1.286 3.617
C 4.107 0.893 4.218
C 4.911 0.406 3.247
N 4.228 0.513 2.062
C 4.816 0.193 0.778
C 3.009 1.025 2.301
Se 1.672 1.515 1.038
H 2.147 2.993 4.521
H 1.677 1.452 5.267
H 0.959 1.965 3.719
H 4.281 0.997 5.274
H 5.907 0.003 3.298
H 5.235 -0.810 0.804
H 5.610 0.903 0.548
H 4.064 0.250 -0.001
C 0.623 -4.144 4.716
N 0.390 -2.748 4.387
C 0.276 -1.942 5.595
C -0.760 -2.505 3.519
C -0.714 -3.076 2.114
C -0.998 -4.433 1.982
C -0.980 -5.076 0.755
C -0.751 -4.339 -0.390
C -0.561 -2.972 -0.274
C -0.525 -2.287 0.952
H 1.460 -4.201 5.412
H 0.888 -4.696 3.814
H -0.248 -4.622 5.190
H -0.519 -2.289 6.271
H 0.068 -0.903 5.332
H 1.223 -1.988 6.136
H -0.810 -1.427 3.441
H -1.687 -2.863 4.003
H -1.231 -5.003 2.872
H -1.151 -6.142 0.693
H -0.716 -4.818 -1.359
H -0.407 -2.419 -1.214

Atomic partial charges in e from the Löwdin method, atoms 1 to 5:
1 W 1.170
2 C -0.032
3 C -0.246
4 C -0.008
5 C -0.024

---

Here is a cluster of 2 separate species, C2H2NO4 in total in a non-equilibrium geometry from the OMol25 dataset. Energies are from the ωB97M-V functional and the def2-TZVPD basis.

The value obtained for the total energy is -11775.5983 eV. The calculation puts the orbital gap at 9.689 eV. Its total charge is +1. For the energy above the lowest of the compared OMol25 structures with the same formula, charge and spin, the calculation gives 0.0 kcal/mol. The max |F| comes out at 2.95 eV Å⁻¹.

Positions of all 9 atoms, in Å:
C -0.011 1.205 -0.157
C -0.671 -0.194 -0.036
N 1.933 -0.839 -0.091
O 2.483 -1.021 0.840
O 1.179 1.258 -0.135
O 0.078 -1.144 0.159
O -1.938 -0.223 -0.165
H -0.690 2.061 -0.261
H -2.363 -1.103 -0.155

Atomic partial charges in e from the Löwdin method, atoms 1 to 5:
1 C -0.045
2 C -0.404
3 N 0.285
4 O 0.329
5 O 0.131